Entry 1:
Molecular formula: C7H10NOP
Method: DFT, wB97M-V/def2-TZVPD

Results
LUMO energy: 0.55 eV
SMILES: CN(P=O)C1=CCCC=C1
Spin multiplicity: 1
Total charge: 0
Relative energy (zero: lowest compared OMol25 entry of this formula, charge and spin): 2.997 eV

The geometry in XYZ format:
```
20
C7H10NOP (wB97M-V/def2-TZVPD)
C -0.0573 -0.5148 -1.3870
C 1.3026 -0.6482 -1.5052
C -0.2657 -0.7337 1.0684
C -0.7751 -0.3223 -0.1183
C 1.9527 -0.4785 -0.1165
C 1.1458 -1.2239 0.9613
C -1.9353 1.7747 -0.0388
N -2.1724 0.3426 -0.1100
O -3.5565 -1.8500 -0.0744
P -3.6216 -0.4046 0.0670
H -0.7640 -0.5948 -2.2236
H 1.8784 -0.7205 -2.4259
H -0.6313 -0.6621 2.0535
H 2.9697 -0.8434 -0.1387
H 1.8268 0.5707 0.1171
H 1.6939 -1.0801 1.9472
H 1.3023 -2.3416 0.6917
H -3.0125 2.1444 0.1704
H -1.0980 2.0762 0.6946
H -1.5626 2.0360 -1.0041
```


Entry 2:
Molecular formula: C7H10NS
Method: DFT, wB97M-V/def2-TZVPD

Results
LUMO energy: -3.45 eV
SMILES: C=C(C[NH3+])c1ccsc1
Spin multiplicity: 1
Total charge: +1
Relative energy (zero: lowest compared OMol25 entry of this formula, charge and spin): 0.038 eV

The geometry in XYZ format:
```
19
C7H10NS (wB97M-V/def2-TZVPD)
C 1.3996 0.2950 0.5512
C 0.6418 -0.5900 -0.3483
C 2.6859 -0.1885 0.7875
C 1.3719 -1.6837 -0.7120
C -1.1814 -0.3238 -1.9521
C -0.7395 -0.0584 -0.7413
C -1.2920 1.0752 0.1488
N -1.4310 0.5077 1.5318
S 2.9143 -1.6487 -0.0723
H 1.1295 1.2545 0.8571
H -0.4460 0.0643 1.5365
H 3.4171 0.4167 1.1679
H -2.0522 0.0644 -2.2848
H -0.6783 -1.1513 -2.5656
H -0.7555 2.0153 0.1188
H -2.3178 1.1236 -0.3633
H -1.5065 1.2454 2.1734
H 1.1603 -2.4808 -1.4197
H -2.3202 0.0633 1.5864
```